[1]
Entry from the OMol25 dataset: C63H46FGeNP3Sn as an isolated structure (wB97M-V/def2-TZVPD).

```
116
Properties=species:S:1:pos:R:3
Sn 0.202 0.603 0.724
F 3.653 3.510 3.519
Ge 2.515 2.538 2.601
C 1.964 1.402 4.135
C 2.758 1.693 5.255
C 2.558 1.063 6.479
C 1.546 0.134 6.638
C 0.749 -0.175 5.551
C 0.964 0.429 4.303
P -0.234 -0.128 3.100
C -0.277 -1.913 2.992
C 0.682 -2.698 3.634
C 0.545 -4.078 3.623
C -0.517 -4.673 2.955
C -1.446 -3.894 2.275
C -1.333 -2.514 2.291
C -1.834 0.490 3.607
C -1.966 1.877 3.703
C -3.131 2.422 4.212
C -4.163 1.583 4.627
C -4.027 0.204 4.539
C -2.861 -0.353 4.028
C 3.855 1.721 1.393
C 5.110 2.306 1.612
C 6.263 1.827 1.001
C 6.205 0.736 0.150
C 4.979 0.154 -0.106
C 3.807 0.637 0.498
P 2.401 -0.300 -0.108
C 2.607 -2.002 0.447
C 1.817 -3.046 -0.051
C 2.126 -4.357 0.271
C 3.204 -4.637 1.101
C 3.941 -3.603 1.660
C 3.641 -2.285 1.348
C 2.407 -0.129 -1.902
C 3.120 0.938 -2.460
C 3.244 1.034 -3.838
C 2.652 0.085 -4.662
C 1.896 -0.942 -4.113
C 1.764 -1.049 -2.737
C 1.473 4.100 1.952
C 1.879 5.265 2.616
C 1.394 6.520 2.259
C 0.476 6.656 1.233
C 0.033 5.521 0.580
C 0.523 4.252 0.926
P -0.203 2.975 -0.083
C -1.976 3.237 -0.100
C -2.595 3.691 1.070
C -3.961 3.921 1.078
C -4.711 3.702 -0.074
C -4.097 3.250 -1.234
C -2.732 3.013 -1.253
C 0.432 2.995 -1.758
C 1.219 4.053 -2.211
C 1.572 4.112 -3.554
C 1.145 3.125 -4.432
C 0.394 2.047 -3.972
C 0.044 1.972 -2.635
H 3.539 2.431 5.189
H 3.197 1.324 7.315
H 1.373 -0.344 7.595
H -0.055 -0.894 5.673
H 1.504 -2.242 4.171
H 1.267 -4.690 4.150
H -0.626 -5.752 2.967
H -2.272 -4.361 1.751
H -2.069 -1.908 1.778
H -1.140 2.525 3.420
H -3.232 3.498 4.308
H -5.072 2.008 5.037
H -4.824 -0.443 4.885
H -2.755 -1.429 3.982
H 5.202 3.149 2.279
H 7.211 2.310 1.206
H 7.100 0.345 -0.319
H 4.931 -0.684 -0.791
H 0.963 -2.855 -0.684
H 1.530 -5.163 -0.141
H 3.462 -5.667 1.323
H 4.767 -3.818 2.328
H 4.246 -1.491 1.766
H 3.603 1.676 -1.831
H 3.820 1.847 -4.265
H 2.777 0.148 -5.737
H 1.420 -1.673 -4.754
H 1.174 -1.858 -2.339
H 2.588 5.210 3.426
H 1.745 7.393 2.797
H 0.099 7.631 0.948
H -0.714 5.617 -0.200
H -2.008 3.902 1.956
H -4.443 4.295 1.975
H -5.775 3.902 -0.072
H -4.682 3.094 -2.133
H -2.262 2.685 -2.168
H 1.543 4.835 -1.536
H 2.171 4.941 -3.915
H 1.403 3.192 -5.483
H 0.077 1.271 -4.658
H -0.551 1.134 -2.284
N -9.415 -0.433 -1.323
C -8.277 -0.399 -1.153
C -6.848 -0.359 -0.934
C -5.974 -0.652 -1.980
C -4.608 -0.622 -1.765
C -4.112 -0.298 -0.501
C -4.989 0.001 0.544
C -6.354 -0.030 0.328
C -2.697 -0.238 -0.256
C -1.507 -0.188 -0.050
H -6.373 -0.904 -2.955
H -3.924 -0.849 -2.573
H -4.594 0.269 1.518
H -7.046 0.200 1.128
```

The value obtained for the max |F| is 0.01346 hartree/bohr. The HOMO energy comes out at -15.452 eV. The net charge is +3. The molar mass is 1120.31 g mol⁻¹. As for the orbital gap: 6.8 eV.

Löwdin atomic charge list, values in e, 5 entries: number 1, Sn, carries 0.937; number 2, F, carries -0.279; number 3, Ge, carries 0.965; number 4, C, carries -0.223; number 5, C, carries -0.069

***

[2]
Entry from the OMol25 dataset: C63H61AsN2P3S7ScSiTe as an isolated structure at a distorted geometry (wB97M-V/def2-TZVPD).

```
140
Properties=species:S:1:pos:R:3
Sc -0.043 0.827 0.321
C 0.801 -2.650 2.514
Si 0.299 -0.796 2.411
C 1.718 0.298 3.061
C 1.639 0.970 4.284
C 2.578 1.926 4.646
C 3.646 2.198 3.801
C 3.770 1.507 2.604
C 2.807 0.585 2.201
P 2.905 -0.790 0.739
C 3.328 -2.007 -0.763
C 3.764 -3.324 -0.570
C 3.916 -4.208 -1.634
C 3.575 -3.820 -2.923
C 3.039 -2.553 -3.118
C 2.905 -1.675 -2.047
C 4.242 -1.575 1.845
C 4.045 -1.853 3.206
C 5.068 -2.335 4.009
C 6.346 -2.524 3.494
C 6.569 -2.252 2.155
C 5.526 -1.803 1.346
C -1.182 -0.919 3.649
C -1.080 -1.698 4.813
C -2.195 -2.068 5.551
C -3.461 -1.678 5.124
C -3.590 -0.880 3.998
C -2.464 -0.479 3.272
P -2.558 0.721 1.865
C -2.654 2.274 2.857
C -3.347 3.382 2.378
C -3.348 4.578 3.082
C -2.646 4.688 4.275
C -1.939 3.595 4.754
C -1.944 2.397 4.051
C -4.283 0.529 1.259
C -5.408 1.038 1.908
C -6.677 0.861 1.369
C -6.844 0.171 0.174
C -5.732 -0.340 -0.480
C -4.466 -0.151 0.055
H 1.302 -2.907 3.455
H 1.474 -2.921 1.693
H -0.099 -3.274 2.443
H 0.806 0.763 4.955
H 2.473 2.467 5.581
H 4.384 2.946 4.069
H 4.644 1.695 1.997
H 4.026 -3.658 0.427
H 4.305 -5.205 -1.454
H 3.707 -4.498 -3.759
H 2.721 -2.249 -4.111
H 2.473 -0.695 -2.222
H 3.078 -1.683 3.654
H 4.867 -2.549 5.054
H 7.151 -2.879 4.130
H 7.557 -2.378 1.722
H 5.724 -1.642 0.300
H -0.097 -2.033 5.139
H -2.081 -2.673 6.444
H -4.343 -1.989 5.673
H -4.578 -0.569 3.686
H -3.874 3.322 1.436
H -3.889 5.431 2.684
H -2.636 5.626 4.819
H -1.364 3.674 5.670
H -1.370 1.560 4.426
H -5.295 1.594 2.830
H -7.538 1.279 1.879
H -7.832 0.056 -0.259
H -5.850 -0.851 -1.429
H -3.599 -0.504 -0.490
S 3.037 4.565 0.243
As 1.090 3.825 -0.155
S 0.235 2.919 1.643
S 1.265 1.898 -1.481
S -0.094 5.276 -1.099
C 0.293 -4.439 -1.786
C -0.322 -3.207 -2.452
P -0.575 -1.813 -1.278
C -1.498 -0.696 -2.423
C -2.665 -1.194 -3.276
C -1.782 -2.561 -0.086
C -2.931 -3.455 -0.556
H 0.427 -5.245 -2.512
H -0.342 -4.819 -0.980
H 1.271 -4.199 -1.361
H -1.274 -3.447 -2.927
H 0.351 -2.834 -3.224
H -0.715 -0.291 -3.068
H -1.842 0.153 -1.839
H -2.333 -1.869 -4.070
H -3.150 -0.334 -3.745
H -3.423 -1.711 -2.686
H -2.160 -1.746 0.531
H -1.131 -3.127 0.585
H -3.684 -2.900 -1.116
H -3.432 -3.888 0.314
H -2.578 -4.277 -1.182
Te 3.955 1.308 -0.714
C 6.018 0.600 -0.901
C 6.978 1.215 -0.097
C 8.318 0.851 -0.173
C 8.719 -0.138 -1.062
C 7.773 -0.754 -1.877
C 6.436 -0.384 -1.799
C 4.094 1.772 -2.816
C 4.137 0.896 -3.892
C 4.141 1.388 -5.194
C 4.104 2.756 -5.427
C 4.073 3.631 -4.349
C 4.069 3.144 -3.048
H 6.673 1.991 0.600
H 9.049 1.337 0.464
H 9.762 -0.424 -1.125
H 8.077 -1.531 -2.570
H 5.709 -0.894 -2.423
H 4.162 -0.170 -3.739
H 4.161 0.692 -6.026
H 4.090 3.136 -6.443
H 4.026 4.702 -4.513
H 4.002 3.835 -2.212
S -7.038 5.192 -2.275
C -5.824 4.065 -2.034
S -4.373 4.464 -1.185
C -3.714 2.843 -1.435
N -4.517 2.105 -2.142
N -5.704 2.780 -2.461
C -6.637 1.989 -3.201
C -8.004 2.254 -3.240
C -8.852 1.420 -3.961
C -8.365 0.316 -4.644
C -7.002 0.047 -4.594
C -6.145 0.872 -3.883
S -2.227 2.419 -0.755
H -8.403 3.101 -2.708
H -9.913 1.643 -3.979
H -9.034 -0.327 -5.204
H -6.599 -0.816 -5.110
H -5.087 0.664 -3.842
```

The value obtained for the max |F| is 0.01950 hartree/bohr. The HOMO energy comes out at -1.968 eV. The net charge is -2. The molar mass is 1439.15 g mol⁻¹. As for the orbital gap: 5.6 eV. The calculation puts the relative energy (zero: lowest compared OMol25 entry of this formula, charge and spin) at 433.6 kJ/mol.

Löwdin atomic charge list, values in e, 5 entries: number 1, Sc, carries 0.031; number 2, C, carries -0.244; number 3, Si, carries 0.532; number 4, C, carries -0.404; number 5, C, carries -0.130

***

[3]
Entry from the OMol25 dataset: C63H63INO6PPbS3 as an isolated structure at a distorted geometry (wB97M-V/def2-TZVPD).

```
139
Properties=species:S:1:pos:R:3
Pb -1.094 -0.255 -0.006
C -0.556 4.007 6.832
O -0.428 2.968 5.882
C -0.965 3.205 4.654
C -1.769 4.236 4.369
C -2.316 4.427 2.986
C -1.957 3.334 1.927
C -3.120 2.713 1.173
C -4.358 3.528 0.875
O -3.070 1.594 0.701
C -0.945 2.280 2.377
O -0.446 1.583 1.420
C -0.546 2.222 3.673
H 0.096 3.751 7.663
H -1.584 4.095 7.196
H -0.250 4.965 6.404
H -2.073 4.960 5.113
H -3.389 4.581 3.091
H -4.620 4.247 1.647
H -5.183 2.840 0.699
H -4.180 4.076 -0.057
H 0.200 1.491 3.966
I -2.058 1.775 -2.319
C -1.096 3.124 -3.671
C -1.618 2.940 -4.920
C -1.296 3.799 -5.989
C -0.475 4.856 -5.760
C 0.095 5.071 -4.481
C 0.935 6.195 -4.306
C 1.534 6.441 -3.109
C 1.342 5.537 -2.051
C 0.549 4.422 -2.159
P 0.528 3.194 -0.751
C 2.320 2.833 -0.578
C 3.161 2.811 -1.696
C 4.483 2.399 -1.585
C 4.988 2.000 -0.354
C 4.152 1.982 0.754
C 2.825 2.372 0.640
C 0.160 4.330 0.655
C -1.311 4.475 0.984
C -1.695 5.538 2.066
C -0.559 6.312 2.648
C 0.705 6.009 2.377
C 1.067 4.992 1.373
C -0.157 4.176 -3.388
H -2.321 2.134 -5.089
H -1.730 3.625 -6.965
H -0.241 5.558 -6.553
H 1.086 6.857 -5.151
H 2.176 7.304 -2.977
H 1.867 5.713 -1.119
H 2.784 3.132 -2.661
H 5.121 2.401 -2.461
H 6.026 1.703 -0.259
H 4.530 1.646 1.711
H 2.164 2.308 1.499
H -1.855 4.596 0.043
H -2.472 6.221 1.718
H -0.801 7.124 3.326
H 1.512 6.566 2.839
H 2.123 4.859 1.171
O 0.701 -1.736 -1.435
S 1.091 -1.969 -2.869
C 2.911 -1.972 -2.971
C 3.703 -3.127 -2.370
C 3.700 -3.262 -0.839
C 4.724 -2.335 -0.197
S 4.431 -2.102 1.580
O 2.965 -1.907 1.748
C 4.788 -3.783 2.146
C 4.063 -4.176 3.264
C 4.254 -5.441 3.802
C 5.174 -6.309 3.229
C 5.918 -5.902 2.130
C 5.734 -4.636 1.589
C 0.822 -3.698 -3.231
C 0.357 -4.526 -2.228
C 0.095 -5.858 -2.519
C 0.292 -6.342 -3.804
C 0.759 -5.497 -4.806
C 1.021 -4.166 -4.523
H 3.193 -1.000 -2.553
H 3.079 -1.935 -4.052
H 4.736 -2.996 -2.709
H 3.352 -4.061 -2.812
H 3.916 -4.298 -0.582
H 2.720 -3.016 -0.423
H 4.641 -1.321 -0.597
H 5.759 -2.664 -0.318
H 3.331 -3.495 3.685
H 3.687 -5.745 4.673
H 5.310 -7.305 3.634
H 6.646 -6.571 1.687
H 6.334 -4.333 0.740
H 0.196 -4.116 -1.238
H -0.268 -6.516 -1.739
H 0.072 -7.378 -4.033
H 0.899 -5.871 -5.812
H 1.378 -3.501 -5.303
C -0.375 -1.606 5.259
C -0.963 -2.293 4.033
S 0.023 -1.899 2.551
O -3.188 -0.519 1.580
C 0.131 -3.532 1.770
C -1.168 -4.013 1.130
H -0.945 -1.877 6.151
H -0.405 -0.519 5.154
H 0.664 -1.904 5.408
H -1.996 -1.999 3.877
H -0.940 -3.379 4.140
H 0.493 -4.231 2.526
H 0.925 -3.409 1.030
H -1.995 -3.966 1.840
H -1.068 -5.049 0.794
H -1.443 -3.399 0.269
C -6.775 -0.244 0.845
C -5.580 -0.240 1.551
C -4.401 -0.584 0.918
C -4.342 -0.952 -0.426
C -5.562 -0.934 -1.120
C -6.755 -0.593 -0.499
N -3.106 -1.211 -1.032
C -3.113 -2.125 -2.094
C -3.864 -3.317 -2.031
C -3.845 -4.240 -3.062
C -3.076 -4.021 -4.202
C -2.326 -2.858 -4.278
C -2.339 -1.927 -3.245
H -7.701 0.027 1.338
H -5.558 0.048 2.598
H -3.187 0.277 2.131
H -5.553 -1.186 -2.174
H -7.673 -0.586 -1.075
H -4.464 -3.504 -1.148
H -4.441 -5.142 -2.978
H -3.058 -4.745 -5.007
H -1.728 -2.656 -5.162
H -1.779 -1.007 -3.344
```

The value obtained for the max |F| is 0.02697 hartree/bohr. The HOMO energy comes out at -6.332 eV. The net charge is 0. The molar mass is 1391.48 g mol⁻¹. As for the orbital gap: 6.6 eV.

Löwdin atomic charge list, values in e, 5 entries: number 1, Pb, carries 1.342; number 2, C, carries -0.095; number 3, O, carries -0.084; number 4, C, carries -0.307; number 5, C, carries -0.028